(1)
A molecular structure, C4H9O3Sn, computed with ωB97M-V/def2-TZVPD.

## Properties
Energy relative to the best compared isomer or geometry (same formula, charge and spin) in kJ/mol: 152.51
Net charge: 0
Spin multiplicity: 2
DFT total energy in eV: -16262.997
Expectation value of S²: 0.75

Cartesian coordinates (Å):
H (1.693, -0.081, 1.397)
C (-0.591, -1.844, -0.013)
O (-0.640, -0.508, -0.522)
C (-1.806, 0.176, -0.309)
C (-1.841, 1.499, -0.147)
H (0.414, -2.220, -0.234)
H (-0.745, -1.835, 1.073)
H (-1.358, -2.462, -0.499)
H (-2.671, -0.466, -0.122)
H (0.956, 1.808, 0.627)
H (-1.043, 2.149, -0.506)
H (-2.779, 1.966, 0.150)
O (1.564, 1.424, -0.036)
C (2.273, 0.246, 0.485)
O (2.312, -0.641, -0.523)
Sn (0.986, 0.192, -1.621)
H (3.275, 0.597, 0.800)

Atom charges from the Mulliken analysis, given in e for atoms 1 to 5: 0.2016, -0.7967, -0.3513, 0.1898, -0.8176


(2)
2 unconnected molecules or ions with the total composition C4H9OP, computed with ωB97M-V/def2-TZVPD.

## Properties
Energy relative to the best compared isomer or geometry (same formula, charge and spin) in kJ/mol: 247.77
Net charge: 0
Spin multiplicity: 1
SMILES: CCPO.C#C
DFT total energy in eV: -15627.066

Cartesian coordinates (Å):
C (2.179, -0.044, 0.625)
C (1.096, -0.624, -0.167)
P (0.396, 0.556, -1.302)
O (-0.156, 1.802, -0.352)
H (2.891, 0.377, -0.077)
H (1.959, 0.662, 1.381)
H (2.672, -0.922, 1.067)
H (0.385, -1.102, 0.458)
H (1.585, -1.368, -0.750)
H (-0.955, 0.089, -1.186)
H (0.022, 2.548, -0.922)
C (-3.393, -0.135, 0.013)
C (-2.756, -0.898, 0.693)
H (-4.077, 0.332, -0.678)
H (-1.848, -1.273, 1.200)

Atom charges from the Mulliken analysis, given in e for atoms 1 to 5: -1.2573, -0.1399, 0.0541, -0.4579, 0.3402


(3)
2 unconnected molecules or ions with the total composition C4H9OP, computed with ωB97M-V/def2-TZVPD.

## Properties
Energy relative to the best compared isomer or geometry (same formula, charge and spin) in kJ/mol: 210.03
Net charge: 0
Spin multiplicity: 1
SMILES: CP(C)O.C#C
DFT total energy in eV: -15627.458

Cartesian coordinates (Å):
C (0.114, 0.573, 0.084)
P (-0.593, -0.973, -0.493)
C (-2.179, -0.157, -1.134)
O (-1.275, -1.208, 1.048)
H (-0.463, 1.073, 0.822)
H (1.010, 0.327, 0.551)
H (0.223, 1.165, -0.835)
H (-2.263, 0.645, -0.337)
H (-2.416, 0.067, -2.160)
H (-2.893, -0.922, -0.894)
H (-1.797, -2.018, 1.111)
C (4.096, -0.553, -0.444)
C (3.744, 0.609, -0.313)
H (4.516, -1.481, -0.675)
H (3.523, 1.574, -0.352)

Atom charges from the Mulliken analysis, given in e for atoms 1 to 5: -1.0621, 0.2044, -0.8783, -0.5105, 0.4511


(4)
A gas-phase ion, C4H9OS (charge -1), computed with ωB97M-V/def2-TZVPD.

## Properties
Energy relative to the best compared isomer or geometry (same formula, charge and spin) in kJ/mol: 161.32
Net charge: -1
Spin multiplicity: 1
SMILES: [O-]CCCCS
DFT total energy in eV: -17175.709

Cartesian coordinates (Å):
O (1.901, 2.005, 0.098)
C (0.763, 1.927, -0.675)
C (-0.394, 1.075, -0.088)
C (0.136, -0.384, -0.156)
C (-0.905, -1.468, 0.373)
S (0.007, -3.096, 0.434)
H (1.047, 1.401, -1.600)
H (0.419, 2.940, -0.929)
H (-0.404, 1.334, 0.991)
H (-1.366, 1.214, -0.568)
H (0.454, -0.661, -1.177)
H (0.983, -0.330, 0.505)
H (-1.687, -1.523, -0.400)
H (-1.206, -1.381, 1.409)
H (0.252, -3.054, 1.783)

Atom charges from the Mulliken analysis, given in e for atoms 1 to 5: -0.9047, -0.5290, -0.5123, -0.6432, -0.6123


(5)
2 unconnected molecules or ions with the total composition C4H9PS, computed with ωB97M-V/def2-TZVPD.

## Properties
Energy relative to the best compared isomer or geometry (same formula, charge and spin) in kJ/mol: 442.86
Net charge: 0
Spin multiplicity: 1
DFT total energy in eV: -24413.386

Cartesian coordinates (Å):
C (1.047, 3.819, -1.758)
C (0.001, 3.284, -1.274)
C (-0.485, -2.291, 1.568)
C (-0.018, -1.720, 0.283)
P (-0.995, -0.197, -0.329)
S (0.066, 0.607, -1.825)
H (1.233, 4.892, -1.902)
H (1.844, 3.074, -2.000)
H (-0.959, 3.203, -0.830)
H (-0.409, -1.730, 2.506)
H (-1.475, -2.335, 1.464)
H (-0.099, -3.243, 1.688)
H (-0.086, -2.449, -0.571)
H (1.034, -1.404, 0.536)
H (-1.873, -1.176, -0.772)

Atom charges from the Mulliken analysis, given in e for atoms 1 to 5: -0.4091, -0.2573, -1.2835, -0.4497, 0.0528


(6)
2 unconnected molecules or ions with the total composition C4H9S, computed with ωB97M-V/def2-TZVPD.

## Properties
Energy relative to the best compared isomer or geometry (same formula, charge and spin) in kJ/mol: 77.02
Net charge: -1
Spin multiplicity: 1
DFT total energy in eV: -15128.851

Cartesian coordinates (Å):
C (2.047, 1.909, 1.140)
S (0.483, 1.158, 1.873)
H (1.934, 2.995, 1.217)
H (2.870, 1.659, 1.807)
H (2.196, 1.640, 0.097)
C (-0.222, -0.365, -1.085)
C (-1.486, -1.185, -1.015)
C (-1.893, -1.800, 0.093)
H (-0.115, 0.226, -0.146)
H (0.647, -1.023, -1.188)
H (-0.260, 0.265, -1.971)
H (-2.060, -1.360, -1.924)
H (-2.725, -2.500, 0.057)
H (-1.417, -1.619, 1.045)

Atom charges from the Mulliken analysis, given in e for atoms 1 to 5: -0.6887, -0.7009, 0.1691, 0.1747, 0.1987